No. 1
Entry from the OMol25 dataset: 2 unconnected molecules or ions with the total composition C5H12O (ωB97M-V/def2-TZVPD).

Values from the calculation:
Energy relative to the best compared isomer or geometry (same formula, charge and spin)   4.420 eV
Orbital gap   8.7 eV
E_LUMO   0.2 eV

ORCA input file:
```
! RIJCOSX wB97M-V def2-TZVPD def2/J DEFGRID3
* xyz 0 1
C 2.67 0.15 0.37
O 1.49 0.55 -0.27
C 0.62 -0.51 -0.50
C -0.53 -0.18 -1.33
C -1.51 1.57 1.17
C -1.55 -1.25 -1.28
H 2.47 -0.35 1.33
H 3.27 1.05 0.56
H 3.26 -0.54 -0.26
H 1.09 -1.30 -1.15
H 0.38 -1.04 0.45
H -1.27 1.58 0.10
H -0.76 2.18 1.70
H -2.50 1.99 1.33
H -1.47 0.55 1.56
H -1.92 -1.49 -2.28
H -1.32 -2.18 -0.72
H -2.41 -0.77 -0.78
*
```

=====

No. 2
Entry from the OMol25 dataset: 11 unconnected molecules or ions with the total composition C29H52O25S4 (ωB97M-V/def2-TZVPD).

Values from the calculation:
<S²>   0.757
Orbital gap (alpha / beta)   7.6 / 2.8 eV
E_LUMO (alpha / beta)   -2.9 / -7.7 eV

ORCA input file:
```
! RIJCOSX wB97M-V def2-TZVPD def2/J DEFGRID3
* xyz 1 2
C 4.02 0.56 -5.92
C 4.94 1.04 -4.87
O 4.15 1.22 -3.75
C 2.94 1.45 -4.14
O 2.08 1.89 -3.37
O 2.85 1.15 -5.43
H 3.88 -0.52 -6.00
H 4.34 1.01 -6.86
H 5.42 2.01 -5.05
H 5.75 0.34 -4.65
C 2.79 -1.63 4.48
C 2.02 -1.95 5.79
O 0.64 -1.94 5.41
C 0.65 -2.10 4.11
O -0.37 -2.32 3.40
O 1.90 -2.20 3.62
H 3.70 -2.23 4.47
H 3.01 -0.57 4.40
H 2.37 -1.22 6.53
H 2.21 -2.97 6.12
C -5.31 -0.02 -1.65
C -5.65 -1.17 -2.56
O -4.90 -2.22 -2.08
C -4.41 -1.94 -0.86
O -3.77 -2.73 -0.17
O -4.65 -0.61 -0.58
H -6.20 0.44 -1.22
H -4.64 0.75 -2.04
H -5.37 -0.98 -3.59
H -6.70 -1.44 -2.56
C 1.45 -1.92 -3.94
C 1.45 -2.61 -5.29
O 0.08 -2.99 -5.42
C -0.63 -2.01 -4.83
O -1.85 -1.81 -4.81
O 0.19 -1.33 -4.02
H 2.16 -1.10 -3.85
H 1.61 -2.67 -3.17
H 2.15 -3.44 -5.31
H 1.78 -1.99 -6.13
C 0.59 3.30 2.91
C 1.29 2.06 2.46
O 1.35 1.24 3.61
C 1.13 1.94 4.70
O 1.37 1.53 5.85
O 0.73 3.19 4.33
H -0.42 3.34 2.49
H 1.22 4.09 2.50
H 2.35 2.24 2.29
H 0.75 1.51 1.69
C 4.90 1.18 0.60
C 4.57 0.68 -0.86
O 3.92 -0.53 -0.54
C 4.35 -0.99 0.63
O 4.26 -2.14 1.05
O 5.05 -0.07 1.18
H 4.15 1.88 0.98
H 5.84 1.75 0.58
H 5.45 0.58 -1.50
H 3.76 1.27 -1.30
C 1.42 -5.97 1.38
C 1.70 -4.50 1.25
O 1.51 -4.22 -0.12
C 0.52 -5.12 -0.52
O -0.05 -5.12 -1.67
O 0.44 -6.09 0.36
H 0.91 -6.28 2.29
H 2.27 -6.61 1.15
H 2.72 -4.20 1.47
H 1.01 -3.96 1.91
C -4.20 -2.38 3.29
S -5.98 -2.59 3.71
O -6.28 -4.00 3.34
C -5.94 -2.61 5.61
H -3.64 -3.24 3.63
H -3.77 -1.49 3.75
H -4.22 -2.32 2.20
H -5.71 -1.66 6.10
H -5.29 -3.37 6.03
H -6.97 -2.90 5.81
C -1.10 -1.07 0.70
S -0.94 0.04 -0.77
O -1.13 1.44 -0.15
C 0.87 -0.24 -1.06
H -0.48 -0.58 1.45
H -0.78 -2.10 0.59
H -2.15 -1.10 0.98
H 1.25 0.21 -0.14
H 1.20 0.17 -2.01
H 1.18 -1.29 -0.98
C 0.58 4.02 -1.73
S 1.37 4.53 -0.16
O 2.77 3.97 -0.01
C 1.56 6.27 -0.57
H 0.35 2.97 -1.59
H 1.18 4.13 -2.63
H -0.37 4.50 -1.98
H 0.62 6.74 -0.85
H 2.26 6.39 -1.40
H 2.02 6.79 0.27
C -2.98 4.01 -0.93
S -4.82 3.92 -1.27
O -5.22 2.74 -0.37
C -5.52 5.46 -0.51
H -2.42 3.32 -1.55
H -2.80 3.76 0.12
H -2.63 5.03 -1.10
H -4.79 6.27 -0.53
H -5.90 5.21 0.48
H -6.33 5.81 -1.15
*
```

=====

No. 3
Entry from the OMol25 dataset: 2 unconnected molecules or ions with the total composition C3H7N2O2 (ωB97M-V/def2-TZVPD).

Values from the calculation:
Energy relative to the best compared isomer or geometry (same formula, charge and spin)   1.173 eV
Orbital gap   8.1 eV
E_LUMO   4.3 eV

ORCA input file:
```
! RIJCOSX wB97M-V def2-TZVPD def2/J DEFGRID3
* xyz -1 1
N 0.30 -2.68 1.55
C -0.18 -1.46 0.99
O -1.31 -1.49 0.44
O 0.54 -0.45 1.14
H 1.30 -2.70 1.76
H -0.23 -3.02 2.27
C -0.13 0.92 -1.91
C 0.07 2.19 0.03
N 0.47 2.01 -1.18
H -0.60 1.46 -2.75
H -0.87 0.37 -1.30
H 0.73 0.28 -2.20
H 0.49 3.08 0.56
H -0.58 1.47 0.58
*
```

=====

No. 4
Entry from the OMol25 dataset: 2 unconnected molecules or ions with the total composition C3H10NO2 (ωB97M-V/def2-TZVPD).

Values from the calculation:
Energy relative to the best compared isomer or geometry (same formula, charge and spin)   3.503 eV
Orbital gap   10.2 eV
E_LUMO   -3.8 eV

ORCA input file:
```
! RIJCOSX wB97M-V def2-TZVPD def2/J DEFGRID3
* xyz 1 1
C 1.11 -0.97 -0.05
C 0.78 0.19 0.93
C -0.73 0.55 1.32
O -1.28 -0.33 1.88
N 0.09 -0.97 -1.12
H 1.18 -1.93 0.59
H 2.27 -0.83 -0.36
H 1.06 1.10 0.65
H 1.38 0.29 1.82
H -1.00 1.57 1.41
H -0.95 -0.83 -0.76
H 0.17 -1.73 -1.62
H 0.18 -0.23 -1.85
H 0.41 1.58 -2.68
H -0.26 1.79 -1.18
O -0.22 1.25 -2.05
*
```

=====

No. 5
Entry from the OMol25 dataset: a molecular structure, C2HCl2NO4 (ωB97M-V/def2-TZVPD).

Values from the calculation:
<S²>   2.012
Orbital gap (alpha / beta)   8.3 / 6.0 eV
E_LUMO (alpha / beta)   0.4 / -5.0 eV

ORCA input file:
```
! RIJCOSX wB97M-V def2-TZVPD def2/J DEFGRID3
* xyz 0 3
C -0.86 0.95 -1.09
C -0.64 0.54 0.38
N 1.47 -1.12 0.53
O 0.01 1.45 -1.70
O 1.92 -0.16 1.09
O 2.02 -2.13 0.27
O 0.16 -1.04 0.05
Cl -2.35 0.48 -1.76
Cl -1.97 0.15 1.33
H 0.26 0.88 0.89
*
```

=====

No. 6
Entry from the OMol25 dataset: C6H7BrN2O in the gas phase (ωB97M-V/def2-TZVPD).

Values from the calculation:
Energy relative to the best compared isomer or geometry (same formula, charge and spin)   7.115 eV
Orbital gap   7.4 eV
E_LUMO   -1.2 eV

ORCA input file:
```
! RIJCOSX wB97M-V def2-TZVPD def2/J DEFGRID3
* xyz 0 1
C -0.66 -1.84 0.56
C -0.14 -0.70 1.09
C -3.07 -0.47 -0.35
C -0.02 1.21 -0.38
C 1.16 0.51 -0.57
C 0.44 0.53 0.80
N -1.84 -2.37 0.40
N -2.89 -1.47 0.46
O 0.99 1.42 1.83
Br -4.75 0.56 -0.17
H 0.12 -2.64 0.31
H -0.05 2.24 -0.26
H -0.95 0.90 -0.78
H 1.15 -0.38 -1.01
H 1.91 1.24 -0.73
H -3.54 -1.73 1.33
H 1.74 0.98 2.29
*
```

=====

No. 7
Entry from the OMol25 dataset: a molecular structure, C7H6N3O2PtS2 (ωB97M-V/def2-TZVPD).

Values from the calculation:
Orbital gap   6.9 eV
E_LUMO   2.5 eV

ORCA input file:
```
! RIJCOSX wB97M-V def2-TZVPD def2/J DEFGRID3
* xyz -1 1
Pt 0.15 0.14 -0.87
N 0.74 0.81 1.19
C 0.75 2.25 1.46
C -0.60 2.81 1.02
C -0.68 3.07 -0.48
O -0.77 4.23 -0.86
O -0.59 2.06 -1.27
H -0.04 0.39 1.69
H 1.58 0.30 1.44
H 1.57 2.70 0.90
H 0.91 2.47 2.52
H -0.81 3.75 1.53
H -1.38 2.09 1.31
S 1.57 -1.58 -0.60
C 0.56 -2.98 -0.90
C 1.12 -4.27 -0.62
N 1.57 -5.29 -0.36
C -0.67 -2.83 -1.46
S -1.36 -1.27 -1.80
C -1.47 -3.97 -1.79
N -2.13 -4.88 -2.05
*
```

=====

No. 8
Entry from the OMol25 dataset: a molecular structure, C41H49BaN4O4P2S (ωB97M-V/def2-TZVPD).

Values from the calculation:
Energy relative to the best compared isomer or geometry (same formula, charge and spin)   1.774 eV
Orbital gap   4.5 eV
E_LUMO   -3.8 eV

ORCA input file:
```
! RIJCOSX wB97M-V def2-TZVPD def2/J DEFGRID3
* xyz 1 1
Ba -0.93 -0.52 -0.49
C 3.60 2.47 -5.43
C 2.61 2.25 -4.32
C 2.78 2.77 -3.07
C 1.83 2.59 -2.04
C 1.88 3.12 -0.76
N 2.82 3.78 -0.09
C 4.20 4.05 -0.45
C 5.09 2.80 -0.53
C 5.41 2.17 0.83
N 4.27 1.52 1.45
C 3.51 0.55 0.96
C 3.67 -0.29 -0.13
C 4.89 -0.58 -0.80
C 4.97 -1.58 -1.73
C 6.26 -1.94 -2.41
C 3.81 -2.30 -2.05
C 2.57 -2.05 -1.50
C 1.45 -2.85 -1.97
N 0.22 -2.60 -1.80
C -0.77 -3.45 -2.42
C -1.30 -2.86 -3.73
C -2.05 -1.53 -3.67
N -1.22 -0.46 -3.17
C -0.50 0.21 -3.98
C 0.52 1.17 -3.60
C 1.48 1.45 -4.56
C 0.63 1.77 -2.29
O -0.22 1.59 -1.39
C 2.44 -0.99 -0.51
O 1.36 -0.66 -0.01
H 4.44 3.07 -5.10
H 3.12 2.99 -6.26
H 3.98 1.52 -5.81
H 3.66 3.37 -2.88
H 0.97 2.96 -0.19
H 2.55 4.09 0.83
H 4.60 4.74 0.29
H 4.23 4.58 -1.41
H 6.05 3.11 -0.97
H 4.67 2.07 -1.21
H 5.76 2.93 1.52
H 6.23 1.45 0.73
H 3.96 1.91 2.33
H 2.59 0.39 1.52
H 5.79 -0.05 -0.53
H 7.07 -1.26 -2.13
H 6.15 -1.91 -3.49
H 6.57 -2.95 -2.13
H 3.90 -3.09 -2.79
H 1.76 -3.73 -2.56
H -1.59 -3.59 -1.71
H -0.33 -4.43 -2.64
H -1.98 -3.60 -4.17
H -0.46 -2.76 -4.43
H -2.93 -1.62 -3.02
H -2.41 -1.30 -4.69
H -0.57 0.04 -5.06
H 1.37 1.01 -5.54
C -5.08 1.50 -0.76
P -3.70 0.98 0.31
C -3.30 2.59 1.09
C -4.56 0.05 1.62
C -5.18 0.74 2.67
C -5.80 0.06 3.70
C -5.83 -1.32 3.69
C -5.24 -2.02 2.65
C -4.60 -1.35 1.60
P -3.80 -2.30 0.26
C -5.22 -2.48 -0.89
C -3.72 -4.01 0.90
H -5.88 1.95 -0.17
H -5.49 0.64 -1.29
H -4.72 2.23 -1.49
H -4.19 3.17 1.35
H -2.71 3.17 0.38
H -2.71 2.43 1.99
H -5.16 1.82 2.69
H -6.26 0.61 4.51
H -6.30 -1.86 4.49
H -5.26 -3.10 2.67
H -6.14 -2.72 -0.36
H -5.00 -3.28 -1.60
H -5.37 -1.56 -1.45
H -4.71 -4.43 1.09
H -3.11 -4.02 1.80
H -3.23 -4.62 0.14
O -0.30 0.35 8.69
C -0.64 1.05 7.59
O -0.76 2.25 7.66
C -0.78 0.30 6.32
C -0.30 -1.00 6.14
C -0.42 -1.64 4.92
C -1.03 -1.01 3.84
S -1.13 -1.83 2.32
C -1.53 0.28 4.03
C -1.40 0.93 5.23
H -0.32 -0.60 8.52
H 0.22 -1.52 6.94
H -0.02 -2.64 4.80
H -2.04 0.77 3.20
H -1.78 1.93 5.37
*
```

=====

In eV, the DFT total energy values for the records above are, in order, -7422.891; -125430.739; -10300.462; -8848.838; -36805.778; -81397.369; -40841.919; -87566.963.
In g mol⁻¹, the M values for the records above are, in order, 88.1; 929.0; 103.1; 92.1; 173.9; 203.0; 423.4; 893.2.